The following is a DFT calculation (ωB97M-V with the def2-TZVPD basis set) of a cluster of 3 separate species, C3H12N2O2 in total.

```
19
Properties=species:S:1:pos:R:3:forces:R:3
C 0.186652 -1.629622 -0.048912 -0.5049 0.0930 -1.2642
C -0.888282 -0.627125 0.152119 -1.3050 1.4025 -0.3405
C -0.776544 0.550927 0.798598 0.9484 -0.6876 0.0858
N -1.671345 1.626379 0.770292 -0.2079 -1.0346 0.6158
N -2.064952 -0.897455 -0.617994 1.3254 -0.9387 1.1387
H -0.199564 -2.652440 -0.052637 0.2296 -0.1349 1.1296
H 1.043308 -1.365792 0.553926 0.2282 -0.6071 0.1657
H 0.440023 -1.596837 -1.129486 0.4142 0.5027 0.3424
H 0.068199 0.738809 1.451536 0.1598 -0.2035 -0.1785
H -1.238901 2.525418 0.715748 -0.2283 0.2872 -0.2664
H -2.509038 1.443216 0.259394 -0.2186 0.6980 -0.2921
H -2.704232 -0.151501 -0.732112 -0.4235 0.4660 -0.5313
H -1.821731 -1.430814 -1.429135 -0.4419 0.1094 -0.5714
H 0.730964 -1.994297 3.987685 0.4044 -0.2555 0.4085
H -0.386308 -1.615949 3.078337 0.2880 0.4717 -0.1206
O 0.468409 -1.286359 3.405239 -0.6651 -0.1682 -0.3226
H 3.875909 2.143630 -3.309977 -0.3660 -0.1282 -0.2207
H 4.009079 3.500913 -3.897005 -0.3731 -0.0519 -0.2735
O 3.438362 2.718896 -3.955609 0.7363 0.1797 0.4953
```
Forces are in eV/Å.

## Properties
total energy: -10379.915 eV
SMILES: C/C(N)=C/N.O.O
ΔE to the lowest compared entry with this formula, charge and spin: 1.6349 eV
lowest unoccupied orbital energy: 0.794 eV

natural (NBO) charges, unit e, in atom order: -0.644 0.090 -0.092 -0.837 -0.840 0.211 0.242 0.200 0.198 0.384 0.359 0.360 0.368 0.463 0.474 -0.936 0.465 0.464 -0.929


The following is a DFT calculation (ωB97M-V with the def2-TZVPD basis set) of the molecule C4H7N3.

```
14
Properties=species:S:1:pos:R:3:forces:R:3
C 2.198115 -0.398807 0.258354 0.0658 -0.1360 0.1400
N 1.380383 0.259993 -0.744186 -0.1526 0.1771 -0.0839
C 0.176799 0.772233 -0.427454 -0.1359 0.3374 -0.1822
N -0.695802 1.618430 -0.757720 0.5109 -0.2274 -0.0316
N -2.451722 -0.682730 -0.886816 0.0296 -0.0332 0.4302
C -2.046053 -0.321375 0.260782 0.0224 -0.0271 -0.1579
C -0.981841 0.709757 0.431006 -0.1063 -0.0759 0.2729
H 1.543133 -0.961661 0.926875 0.0895 0.0519 -0.0810
H 2.880379 -1.103111 -0.227374 -0.1276 0.1339 0.0914
H 2.782654 0.310545 0.860870 -0.0994 -0.1329 -0.1220
H 1.868946 0.746590 -1.482750 -0.0768 -0.0265 0.0418
H -3.197389 -1.374657 -0.796766 0.1134 0.0661 -0.0271
H -2.446267 -0.717912 1.204227 -0.0518 0.0030 -0.1261
H -0.929602 1.170532 1.421945 -0.0815 -0.1104 -0.1644
```
Forces are in eV/Å.

## Properties
total energy: -8729.504 eV
SMILES: [H]/N=C/[C@@H]1N=C1NC
ΔE to the lowest compared entry with this formula, charge and spin: 2.1754 eV
lowest unoccupied orbital energy: 0.844 eV

natural (NBO) charges, unit e, in atom order: -0.402 -0.593 0.405 -0.362 -0.601 0.104 -0.223 0.213 0.207 0.187 0.398 0.336 0.149 0.183


The following is a DFT calculation (ωB97M-V with the def2-TZVPD basis set) of a cluster of 2 separate species, C7H12O in total.

```
20
Properties=species:S:1:pos:R:3:forces:R:3
C -1.247760 -0.847210 -0.777547 1.6566 -0.7111 -0.1098
C -2.525451 -1.222972 -1.069652 0.6776 0.9442 -1.8031
C 0.575664 0.595705 0.084668 4.1395 1.2758 -0.8834
C -0.739195 0.224787 0.096354 -3.4392 -0.7902 -0.8103
C -1.726812 1.122091 0.858119 2.2763 0.6419 0.6873
C 2.843128 0.889916 -0.825671 0.4328 1.1468 -0.7934
C 1.751333 0.164978 -0.769352 -4.3441 -1.7581 0.8566
H -0.494178 -1.434432 -1.313318 0.0892 0.4061 0.2344
H -3.248351 -0.626347 -0.632984 -1.8800 0.6687 1.1105
H -2.875858 -1.746179 -2.011996 0.9572 -0.0109 1.6060
H 0.862167 1.471990 0.743521 -0.4541 -1.1204 -0.7082
H -2.502237 0.538084 1.353105 -0.0955 0.3819 -0.1438
H -2.065956 1.931281 0.201863 -0.5651 -0.5357 -0.2688
H -1.126400 1.767827 1.592891 -0.9122 -1.3490 -0.5414
H 2.892623 1.879791 -0.446971 0.3571 0.5451 0.8807
H 3.546805 0.601112 -1.556649 1.1398 -0.1977 -0.3753
H 1.677685 -0.713871 -1.454584 -0.1194 0.6515 0.9150
H 1.454276 -2.290214 2.155772 0.0677 -0.3580 0.2622
H 1.346271 -0.947445 1.433896 0.8375 -1.0598 2.4905
O 1.602242 -1.358896 2.338541 -0.8218 1.2288 -2.6055
```
Forces are in eV/Å.

## Properties
total energy: -9490.217 eV
expectation value of S²: 0.799
ΔE to the lowest compared entry with this formula, charge and spin: 0.9002 eV
multiplicity: 2
charge: +1
lowest unoccupied orbital energy (spin up / spin down): -5.219 / -8.015 eV

natural (NBO) charges, unit e, in atom order: -0.231 -0.132 -0.063 0.126 -0.674 -0.154 -0.254 0.221 0.193 0.251 0.243 0.259 0.270 0.252 0.216 0.225 0.240 0.475 0.442 -0.906


The following is a DFT calculation (ωB97M-V with the def2-TZVPD basis set) of a structure of composition C15H12F5HgNO.

```
35
Properties=species:S:1:pos:R:3:forces:R:3
Hg 0.578793 1.685529 -0.392221 -0.1038 -0.1180 0.1823
C -0.700757 0.377613 -3.823595 0.0636 -0.0098 0.0340
N -1.066971 0.182871 -2.439251 -0.0691 -0.0643 -0.0438
C -1.124788 -1.225531 -2.097458 0.0565 0.0431 0.0709
C -2.298846 0.875304 -2.103984 0.0129 0.0909 0.1106
C -2.535741 0.986584 -0.609335 -0.1966 -0.1020 0.1090
C -3.821964 0.811427 -0.098607 0.0037 -0.0445 -0.0442
C -4.057025 0.858507 1.270147 0.0101 0.0332 -0.0224
C -3.001331 1.075229 2.146200 0.0673 0.0457 -0.0119
C -1.717213 1.283962 1.646116 -0.3569 -0.0466 0.0219
C -1.500008 1.250653 0.275173 0.6598 0.1604 -0.0678
H -1.445651 -0.039532 -4.525553 -0.0102 0.0039 0.0000
H 0.257438 -0.107740 -4.017275 -0.0208 0.0003 -0.0096
H -0.588159 1.443448 -4.029771 -0.0114 -0.0143 -0.0042
H -1.840640 -1.776169 -2.734080 -0.0087 0.0045 0.0089
H -1.426823 -1.337892 -1.056197 0.0193 0.0061 -0.0147
H -0.135595 -1.672441 -2.209667 -0.0270 -0.0001 -0.0232
H -3.169888 0.373725 -2.563421 -0.0290 0.0533 -0.0540
H -2.237182 1.879705 -2.534475 0.0080 -0.0002 -0.0100
H -4.647674 0.632265 -0.782363 0.0077 -0.0620 0.0226
H -5.062338 0.716434 1.650576 0.0180 -0.0152 -0.0082
H -3.174277 1.085676 3.216937 -0.0158 0.0041 -0.0169
H -0.886928 1.452165 2.322865 -0.0059 -0.0511 -0.0342
F 6.193976 -2.265110 1.946838 0.0060 -0.0267 0.0079
C 5.012499 -1.605352 1.955111 0.0286 0.0059 0.0049
C 4.180893 -1.617778 0.851709 -0.0784 -0.0043 -0.0139
F 4.551853 -2.312756 -0.241785 0.0023 -0.0082 -0.0365
C 2.983787 -0.932480 0.860783 0.0632 0.0365 -0.0670
F 2.228156 -0.971809 -0.263353 -0.0366 -0.0338 -0.0066
C 2.521822 -0.154620 1.957084 -0.1630 0.1049 0.0179
O 1.440875 0.514588 1.953186 0.0823 -0.0491 -0.2139
C 3.407520 -0.205025 3.069115 0.0298 0.0352 0.0183
F 3.074857 0.478106 4.184432 0.0092 0.0261 0.0331
C 4.605271 -0.885764 3.064704 -0.0287 0.0062 0.0214
F 5.402060 -0.853789 4.151414 0.0138 -0.0101 0.0395
```
Forces are in eV/Å.

## Properties
total energy: -37048.527 eV
expectation value of S²: 0.760
ΔE to the lowest compared entry with this formula, charge and spin: 0.0000 eV
multiplicity: 2
charge: -1
lowest unoccupied orbital energy (spin up / spin down): 3.030 / 2.401 eV

natural (NBO) charges, unit e, in atom order: 0.574 -0.404 -0.440 -0.422 -0.256 0.002 -0.267 -0.226 -0.231 -0.257 -0.410 0.149 0.202 0.199 0.149 0.221 0.208 0.156 0.201 0.193 0.196 0.201 0.241 -0.319 0.181 0.254 -0.317 0.242 -0.340 0.268 -0.788 0.215 -0.320 0.264 -0.317